[1]
Entry from OMol25: a structure of composition C7H7Cl21 (wB97M-V/def2-TZVPD).

Each line ends with the natural charge from an NBO analysis.
Geometry (Å):
H  -0.2774  4.0237  -2.7209  0.227
Cl  2.6581  1.5914  5.8317  0.051
Cl  0.5441  -2.7801  -3.8290  0.278
C  -3.1579  -0.4929  4.2920  -0.298
Cl  1.3483  -0.4052  0.2097  -0.003
C  0.0943  0.8845  0.1878  -0.267
C  2.2096  1.0367  -3.6935  -0.327
H  -0.1969  1.2174  1.1841  0.255
H  -1.0745  -2.3995  -2.1233  0.259
C  0.9478  -3.8541  2.0597  -0.290
Cl  -1.3045  0.0824  -0.5167  0.019
Cl  -1.8911  5.7601  -2.9063  0.036
Cl  -4.1117  -1.5944  3.2888  0.014
C  2.1926  1.3770  4.1207  -0.251
Cl  0.2185  -4.4085  0.5445  -0.011
H  1.1826  -2.8192  1.8109  0.223
C  -1.0709  4.2428  -3.4354  -0.287
H  2.3189  0.9663  -2.6113  0.261
C  -1.0477  -2.9184  -3.0814  -0.322
Cl  2.4441  -4.7286  2.5344  0.017
Cl  2.4565  2.6832  -4.2819  0.148
Cl  1.0247  2.5766  3.4861  -0.007
Cl  -0.1042  -3.9035  3.4354  0.059
Cl  3.5274  0.0524  -4.3576  0.090
Cl  -2.1408  0.4936  3.2795  0.010
Cl  -2.3118  -2.1382  -4.0305  0.076
H  -3.8694  0.1345  4.8288  0.237
Cl  1.3754  -0.2327  3.9145  -0.020
Cl  0.6067  2.3304  -0.7188  -0.001
Cl  -0.4932  4.5056  -5.0483  0.047
H  3.0700  1.4309  3.4762  0.232
Cl  -2.2813  -1.3923  5.5070  0.041
Cl  -1.3783  -4.6398  -2.8604  0.141
Cl  -2.1191  2.8231  -3.5970  0.038
Cl  0.6110  0.4948  -4.1796  0.324

Properties
**Highest occupied orbital energy (spin up / spin down)**: -12.97 / -12.97 eV
**LUMO energy (spin up / spin down)**: -3.1706 / -10.3970 eV
**Net charge**: +1
**Multiplicity**: 2
**ΔE to the lowest compared entry with this formula, charge and spin**: 9.8 kJ/mol
**⟨S²⟩**: 0.7546
**Maximum force**: 1.814 eV Å⁻¹
**Frontier orbital gap (spin up / spin down)**: 9.80 / 2.57 eV


[2]
Entry from OMol25: an isolated molecule of C7H7Cl2N (wB97M-V/def2-TZVPD).

Each line ends with the natural charge from an NBO analysis.
Geometry (Å):
N  1.9927  0.8391  2.3478  -0.434
H  -0.6323  0.6329  -1.8291  0.212
C  1.2758  1.4172  1.4783  0.201
H  1.5496  2.3390  1.2783  0.178
H  -1.7038  -0.8221  -1.4081  0.228
C  0.6666  -1.2399  2.5392  -0.156
Cl  -2.2867  -0.6784  1.4199  0.065
H  1.0537  -0.8529  -0.2854  0.232
C  0.1224  -0.4109  -0.1329  -0.235
C  -0.6366  -0.4010  1.1337  -0.030
Cl  2.9463  -0.9281  3.8546  -0.009
C  -0.6607  -0.4354  -1.4368  -0.628
H  -0.1965  -1.0019  -2.2349  0.226
H  0.4788  -2.2731  2.6958  0.226
C  0.0605  0.8323  0.7820  -0.356
H  -0.4871  1.7153  0.2628  0.232
C  1.6982  -0.4327  2.7513  0.047

Properties
**Highest occupied orbital energy**: -9.09 eV
**LUMO energy**: 0.0376 eV
**Net charge**: 0
**Multiplicity**: 1
**ΔE to the lowest compared entry with this formula, charge and spin**: 391.3 kJ/mol
**Maximum force**: 5.982 eV Å⁻¹
**Frontier orbital gap**: 9.13 eV